[1]
{"formula": "C18H54N5O6", "method": "ωB97M-V/def2-TZVPD", "species": ["N", "H", "H", "H", "H", "C", "C", "C", "O", "C", "N", "H", "H", "H", "H", "H", "H", "H", "H", "H", "H", "H", "C", "C", "C", "O", "C", "N", "H", "H", "H", "H", "H", "H", "H", "H", "H", "H", "H", "C", "C", "C", "O", "C", "N", "H", "H", "H", "H", "H", "H", "H", "H", "H", "H", "H", "C", "C", "C", "O", "C", "N", "H", "H", "H", "H", "H", "H", "H", "H", "H", "H", "H", "C", "C", "O", "O", "H", "H", "H", "H", "H", "H"], "xyz": [[-0.33770, 10.60696, -17.42574], [0.09004, 10.09556, -18.25262], [-0.63363, 9.89455, -16.70144], [-1.19444, 11.05082, -17.74340], [0.34530, 11.28462, -16.99978], [-0.58449, 10.22663, -13.75134], [-0.83909, 8.81785, -14.24860], [-1.63241, 7.94767, -13.25590], [-1.53641, 6.63008, -13.70624], [-2.27501, 5.72160, -12.87347], [-1.49786, 8.80786, -15.57494], [-1.58297, 10.64048, -13.54888], [-0.14436, 10.87801, -14.50289], [-0.01862, 10.23571, -12.82236], [0.16225, 8.39547, -14.39323], [-2.68120, 8.27377, -13.17844], [-1.25706, 8.19389, -12.25243], [-3.31673, 6.04314, -12.93352], [-1.93804, 5.80364, -11.83831], [-2.10260, 4.70975, -13.22220], [-1.68766, 7.80507, -15.67103], [-2.44352, 9.15232, -15.38518], [0.32136, 14.33416, -15.39922], [1.20568, 13.83326, -16.55885], [2.45391, 14.71752, -16.69045], [3.32288, 14.21696, -17.69347], [2.86378, 14.38366, -19.04354], [1.52319, 12.44761, -16.25537], [0.92307, 14.49147, -14.50311], [-0.43346, 13.56711, -15.21834], [-0.19154, 15.26664, -15.63417], [0.64476, 13.84542, -17.49460], [3.01230, 14.45775, -15.78658], [2.21810, 15.77840, -16.78619], [3.63164, 13.92001, -19.65376], [2.85319, 15.45883, -19.24342], [1.85515, 13.99574, -19.18709], [2.34183, 12.11752, -16.76697], [1.77145, 12.24121, -15.29185], [-1.41572, 8.06168, -19.92105], [0.10390, 7.92637, -19.79462], [0.72925, 7.18678, -20.99031], [-0.00011, 6.11330, -21.53177], [-0.25499, 5.02041, -20.69062], [0.68519, 9.27908, -19.68242], [-1.86191, 8.55812, -19.06057], [-1.86974, 7.06862, -19.93914], [-1.65013, 8.53575, -20.87452], [0.30724, 7.30120, -18.92058], [1.75853, 6.83946, -20.82230], [0.87418, 7.90021, -21.80764], [0.62405, 4.39274, -20.48783], [-0.95688, 4.34525, -21.17366], [-0.61118, 5.31579, -19.69915], [1.66114, 9.20734, -19.31672], [0.74693, 9.70855, -20.59952], [2.61324, 8.43528, -16.54984], [3.67379, 8.19751, -17.63229], [3.74594, 6.71892, -18.01051], [4.07509, 5.97733, -16.84116], [3.54031, 4.66883, -16.87840], [3.42454, 9.04915, -18.81680], [1.64944, 8.22640, -17.02167], [2.49481, 9.48067, -16.23932], [2.91215, 7.91344, -15.64474], [4.68311, 8.40397, -17.26191], [4.61245, 6.50626, -18.64896], [2.83547, 6.35382, -18.49725], [2.45227, 4.67028, -16.98476], [3.83518, 4.01401, -16.06249], [3.95791, 4.17962, -17.77028], [4.07769, 8.81822, -19.56676], [3.84537, 9.92990, -18.51297], [-2.51081, 13.19931, -18.92706], [-3.00301, 13.29507, -17.50556], [-2.84962, 12.03058, -16.84013], [-1.09610, 13.03340, -19.07967], [-2.76322, 14.16507, -19.38350], [-3.07891, 12.50031, -19.54713], [-4.06825, 13.49565, -17.62306], [-2.43203, 14.07647, -17.00252], [-3.43549, 12.02256, -16.07726], [-0.91703, 13.04674, -20.02487]], "spin_multiplicity": 1, "charge": 1, "gap_ev": 9.69, "relative_energy_kcal_mol": 22.6}

---

[2]
{"formula": "C10H6BrO4", "method": "ωB97M-V/def2-TZVPD", "species": ["O", "C", "O", "C", "Br", "C", "C", "C", "C", "O", "C", "C", "C", "C", "O", "H", "H", "H", "H", "H", "H"], "xyz": [[-0.73844, 2.12410, -1.15169], [-1.45068, 1.58929, -0.22956], [-2.39483, 1.98117, 0.39922], [-0.85136, 0.24038, 0.18161], [-2.47495, -0.65033, 1.38941], [-0.64176, -0.76263, -0.82010], [0.39777, -1.59896, -1.22226], [-0.03374, -2.18082, -2.42542], [-1.17393, -1.63638, -2.75722], [-1.61174, -0.78290, -1.76370], [0.25884, 0.46266, 1.10780], [0.24595, 1.14672, 2.30739], [1.63810, 1.41060, 2.55471], [2.30252, 0.94369, 1.44597], [1.48610, 0.32448, 0.58428], [1.39908, -1.93072, -0.68006], [0.63803, -2.88643, -2.98993], [-1.86558, -2.01744, -3.40670], [-0.62937, 1.36291, 2.86004], [2.10280, 1.78581, 3.44553], [3.39720, 1.07478, 1.17066]], "spin_multiplicity": 1, "smiles": "O=C([O-])C(Br)(c1ccco1)c1ccco1", "charge": -1, "gap_ev": 7.85, "relative_energy_kcal_mol": 0.0}

---

[3]
{"formula": "C24H33N5O3", "method": "ωB97M-V/def2-TZVPD", "species": ["C", "C", "O", "C", "C", "C", "C", "N", "C", "O", "C", "N", "C", "C", "N", "C", "C", "O", "N", "C", "C", "C", "C", "N", "C", "C", "C", "C", "C", "C", "C", "C", "H", "H", "H", "H", "H", "H", "H", "H", "H", "H", "H", "H", "H", "H", "H", "H", "H", "H", "H", "H", "H", "H", "H", "H", "H", "H", "H", "H", "H", "H", "H", "H", "H"], "xyz": [[5.67435, 2.43849, -1.06559], [4.17432, 2.18922, -1.08861], [3.69002, 2.36905, 0.22807], [2.38641, 2.08173, 0.48815], [1.44136, 1.72484, -0.46756], [0.15076, 1.41960, -0.07942], [-0.22319, 1.45952, 1.25809], [-1.52466, 1.06659, 1.59512], [-2.25320, 1.37895, 2.68916], [-1.88727, 2.06378, 3.61962], [-3.65098, 0.74002, 2.66518], [-3.96057, 0.14500, 1.38487], [-4.39158, 1.08433, 0.36489], [-4.11813, 0.42954, -0.99954], [-4.04378, -1.00838, -0.81556], [-3.76816, -1.71875, -2.04341], [-2.25981, -1.67340, -2.34257], [-1.81945, -1.63119, -3.47112], [-1.54208, -1.71165, -1.19757], [-0.15786, -1.64198, -0.99824], [0.75459, -1.52934, -2.04187], [2.10134, -1.40958, -1.77569], [2.59763, -1.41009, -0.46582], [3.94558, -1.19845, -0.22483], [4.94518, -1.85180, -1.03880], [4.39270, -0.94950, 1.12384], [1.66906, -1.54560, 0.57154], [0.32020, -1.65552, 0.30797], [-5.14088, -1.47230, 0.00509], [-4.87689, -0.97908, 1.44225], [0.71065, 1.85245, 2.21219], [1.99758, 2.15900, 1.82687], [6.15479, 1.74182, -0.38424], [5.87859, 3.44952, -0.72403], [6.08721, 2.30811, -2.06197], [3.96235, 1.16635, -1.42538], [3.68472, 2.89755, -1.77178], [1.69477, 1.67165, -1.51349], [-0.57175, 1.13787, -0.83128], [-2.02002, 0.51375, 0.90327], [-4.37987, 1.49995, 2.98642], [-3.64556, -0.04305, 3.42898], [-3.83153, 2.01531, 0.46128], [-5.46233, 1.32517, 0.47193], [-4.90584, 0.70869, -1.72063], [-3.16022, 0.76394, -1.40744], [-4.31008, -1.32233, -2.91493], [-4.04256, -2.77093, -1.92695], [-2.11001, -1.70568, -0.35539], [0.39873, -1.51694, -3.05867], [2.77673, -1.28735, -2.60906], [5.36366, -2.72423, -0.52000], [5.76157, -1.15659, -1.25202], [4.52098, -2.19177, -1.97821], [3.75055, -0.20715, 1.59396], [4.41469, -1.85722, 1.74274], [5.40400, -0.54470, 1.07751], [1.99341, -1.56483, 1.59867], [-0.37430, -1.75259, 1.13116], [-6.11282, -1.09835, -0.35763], [-5.17483, -2.56249, -0.01415], [-4.39993, -1.76635, 2.03194], [-5.83145, -0.71481, 1.92823], [0.41951, 1.91479, 3.24744], [2.73361, 2.45742, 2.55702]], "spin_multiplicity": 1, "smiles": "CCOc1ccc(NC(=O)CN2CCN(CC(=O)Nc3ccc(N(C)C)cc3)CC2)cc1", "gap_ev": 7.90, "relative_energy_kcal_mol": 64.0}

---

[4]
{"formula": "C3H7NO4", "method": "ωB97M-V/def2-TZVPD", "species": ["C", "C", "O", "N", "O", "C", "O", "O", "H", "H", "H", "H", "H", "H", "H"], "xyz": [[0.71707, 0.59661, 1.41121], [0.42449, 0.04119, 0.03786], [1.04869, 0.75882, -0.96593], [0.64734, -1.34056, -0.08800], [0.07182, -1.82894, -1.25642], [-1.35576, 0.18121, -0.29044], [-2.13299, -0.38917, 0.42784], [-1.66593, 1.30778, -0.95056], [0.51869, 1.66604, 1.40806], [1.76544, 0.42921, 1.65636], [0.08667, 0.11937, 2.15772], [1.33776, 0.12071, -1.63484], [0.30803, -1.85945, 0.71884], [-0.89991, -1.41954, -1.21041], [-0.87139, 1.61671, -1.42128]], "spin_multiplicity": 1, "smiles": "C[C@@](O)(NO)C(=O)O", "gap_ev": 10.02, "relative_energy_kcal_mol": 80.1}